No. 1
DFT (ωB97M-V with the def2-TZVPD basis set) results for C40H38AlClF6NO15 as an isolated structure at a distorted geometry.

Properties
Net charge: -1
HOMO level (eV): -5.47
Electronic energy (Eh): -4031.93779
HOMO-LUMO gap (eV): 5.3

Atoms and positions in Å:
C: 8.243 2.296 -0.259
C: 6.892 1.392 -0.385
O: 5.777 1.898 0.033
O: 7.031 0.066 -0.919
C: 6.247 -0.091 -2.142
C: 5.156 -1.293 -1.986
C: 3.987 -1.017 -3.073
C: 2.674 -0.315 -2.422
C: 1.919 -1.232 -1.343
C: 0.694 -2.081 -1.969
Al: -1.142 -1.524 -1.170
C: -0.852 -1.368 0.847
C: -1.752 -0.269 1.598
C: -3.341 -0.484 1.441
Cl: -1.234 1.486 1.220
O: -2.347 -2.866 -1.691
N: -3.237 -3.165 -0.734
O: -3.000 -4.213 -0.194
C: -1.643 0.228 -2.120
O: -0.969 1.309 -2.046
C: -2.960 0.337 -3.101
F: -2.622 1.323 -4.099
F: -3.123 -0.900 -3.826
C: -4.320 0.663 -2.313
F: -4.122 1.360 -1.089
F: -4.970 -0.608 -2.093
C: -5.373 1.566 -3.169
F: -5.498 1.041 -4.480
F: -6.651 1.374 -2.500
C: -5.065 3.139 -3.104
O: -3.934 3.641 -2.901
O: -6.136 4.085 -3.307
H: 8.981 1.991 -1.090
H: 8.004 3.422 -0.348
H: 8.740 2.094 0.756
H: 6.959 -0.439 -2.987
H: 5.743 0.906 -2.417
H: 5.633 -2.322 -2.200
H: 4.779 -1.289 -0.900
H: 3.637 -1.983 -3.573
H: 4.398 -0.288 -3.867
H: 1.984 0.109 -3.245
H: 3.077 0.617 -1.859
H: 1.475 -0.509 -0.554
H: 2.618 -1.994 -0.818
H: 0.657 -1.920 -3.102
H: 0.764 -3.218 -1.748
H: -1.118 -2.395 1.311
H: 0.252 -1.182 1.154
H: -1.531 -0.388 2.730
H: -3.673 -1.155 2.308
H: -3.838 0.547 1.600
H: -3.673 -0.842 0.409
H: -6.905 3.812 -2.737
C: -11.994 -0.386 -2.472
C: -11.891 0.529 -3.437
C: -10.590 0.834 -4.069
O: -10.495 1.671 -4.948
C: -9.408 0.085 -3.592
C: -9.511 -0.831 -2.627
C: -10.812 -1.135 -1.995
O: -10.908 -1.972 -1.116
H: -12.939 -0.621 -1.998
H: -12.747 1.086 -3.798
H: -8.464 0.320 -4.066
H: -8.655 -1.388 -2.266
C: -6.563 0.948 3.572
C: -7.759 1.374 3.980
C: -7.895 2.558 4.854
O: -8.987 2.946 5.229
C: -6.654 3.254 5.255
C: -5.457 2.829 4.847
C: -5.322 1.644 3.973
O: -4.232 1.257 3.598
H: -6.445 0.082 2.932
H: -8.678 0.876 3.695
H: -6.772 4.120 5.895
H: -4.539 3.327 5.132
C: 8.408 -3.112 1.269
C: 8.026 -2.955 0.000
C: 8.109 -4.069 -0.968
O: 7.763 -3.927 -2.126
C: 8.629 -5.363 -0.476
C: 9.010 -5.519 0.792
C: 8.928 -4.406 1.761
O: 9.274 -4.549 2.919
H: 8.355 -2.307 1.992
H: 7.642 -2.015 -0.375
H: 8.682 -6.168 -1.199
H: 9.394 -6.460 1.168
C: 5.786 2.016 3.780
C: 6.836 2.311 3.011
C: 8.143 2.658 3.602
O: 9.101 2.927 2.897
C: 8.247 2.666 5.076
C: 7.199 2.372 5.846
C: 5.888 2.024 5.255
O: 4.932 1.753 5.956
H: 4.820 1.760 3.363
H: 6.780 2.307 1.930
H: 9.215 2.922 5.491
H: 7.257 2.373 6.927

Atoms 1-6, force components in eV/Å:
-0.1470 -0.9843 -0.5373
-2.8359 2.1965 1.6141
5.2599 -3.0226 -2.4167
-0.2800 3.2034 0.4402
-1.0793 -1.5456 -1.1535
0.0081 0.6652 -0.3742

Here are the Löwdin charges for atoms 1 to 2, given in e:
1. C 0.0003
2. C -0.3494

---

No. 2
DFT (ωB97M-V with the def2-TZVPD basis set) results for a 7-piece molecular cluster, C40H38F6O2S overall at a distorted geometry.

Properties
Net charge: 0
HOMO level (eV): -8.86
Electronic energy (Eh): -2694.52926
Structure (SMILES): O=S1(=O)CCCC1.Fc1ccccc1.Fc1ccccc1.Fc1ccccc1.Fc1ccccc1.Fc1ccccc1.Fc1ccccc1
Energy relative to the best compared isomer or geometry (same formula, charge and spin) (kJ/mol): 0.00
HOMO-LUMO gap (eV): 9.3

Atoms and positions in Å:
O: 18.327 32.088 32.648
S: 18.842 33.054 31.716
O: 17.907 33.916 30.966
C: 20.138 34.002 32.425
C: 21.006 34.336 31.169
C: 21.230 33.007 30.539
C: 19.881 32.302 30.510
H: 20.742 33.241 33.059
H: 19.607 34.773 33.117
H: 20.485 35.108 30.546
H: 21.929 34.805 31.495
H: 21.753 32.394 31.277
H: 21.562 32.848 29.682
H: 20.186 31.261 30.571
H: 19.407 32.433 29.451
F: 14.857 40.408 28.805
C: 15.583 39.815 27.732
C: 15.117 39.712 26.448
C: 15.804 39.051 25.438
C: 16.977 38.447 25.672
C: 17.556 38.496 27.003
C: 16.914 39.253 27.988
H: 14.082 39.917 26.127
H: 15.224 38.946 24.361
H: 17.620 37.959 24.952
H: 18.740 37.898 27.157
H: 17.394 39.448 28.990
F: 16.002 29.433 25.358
C: 17.049 29.519 24.503
C: 17.044 30.497 23.516
C: 18.089 30.687 22.598
C: 19.150 29.762 22.711
C: 19.158 28.695 23.545
C: 18.082 28.600 24.497
H: 16.321 31.130 23.358
H: 17.919 31.500 22.051
H: 20.054 29.965 22.066
H: 19.959 27.991 23.539
H: 18.130 27.651 25.066
F: 22.666 29.572 27.605
C: 22.687 30.230 26.412
C: 23.265 31.427 26.466
C: 23.365 32.204 25.320
C: 23.095 31.670 24.061
C: 22.541 30.398 24.028
C: 22.286 29.665 25.206
H: 23.591 31.839 27.541
H: 23.865 32.998 25.445
H: 23.029 32.258 23.075
H: 22.255 29.975 23.060
H: 21.958 28.560 25.330
F: 9.872 36.522 28.795
C: 11.201 36.301 28.646
C: 11.487 35.263 27.763
C: 12.769 34.726 27.574
C: 13.816 35.584 28.007
C: 13.471 36.845 28.717
C: 12.166 37.128 28.973
H: 10.569 34.539 27.548
H: 12.919 33.759 26.932
H: 14.832 35.315 27.980
H: 14.371 37.323 29.132
H: 11.966 38.134 29.296
F: 19.609 35.770 26.983
C: 19.347 34.443 26.957
C: 18.066 34.000 27.584
C: 17.691 32.646 27.546
C: 18.525 31.745 26.997
C: 19.676 32.115 26.234
C: 20.028 33.464 26.144
H: 17.493 34.510 28.148
H: 16.805 32.231 28.054
H: 18.265 30.580 26.887
H: 20.201 31.441 25.700
H: 20.977 33.785 25.727
F: 16.773 28.510 27.977
C: 16.648 27.402 28.779
C: 16.441 26.106 28.116
C: 16.492 24.901 28.832
C: 16.844 24.956 30.152
C: 17.137 26.146 30.777
C: 17.073 27.394 30.090
H: 16.206 26.097 26.990
H: 16.426 23.922 28.159
H: 16.865 23.994 30.748
H: 17.343 26.175 31.894
H: 17.066 28.257 30.729

Atoms 1-6, force components in eV/Å:
-0.1576 0.0764 0.2447
-1.6848 -0.1463 -1.3801
1.3174 -0.8288 1.2791
0.3560 0.0739 1.5839
-0.4076 2.4165 0.7011
-3.6688 -0.0830 7.8369

Here are the Löwdin charges for atoms 1 to 2, given in e:
1. O -0.3243
2. S 0.6451

---

No. 3
DFT (ωB97M-V with the def2-TZVPD basis set) results for a 7-piece molecular cluster, C40H38F6O2S overall at a distorted geometry.

Properties
Net charge: 0
HOMO level (eV): -8.42
Electronic energy (Eh): -2694.46098
Structure (SMILES): O=S1(=O)CCCC1.Fc1ccccc1.Fc1ccccc1.Fc1ccccc1.Fc1ccccc1.Fc1ccccc1.Fc1ccccc1
Energy relative to the best compared isomer or geometry (same formula, charge and spin) (kJ/mol): 179.28
HOMO-LUMO gap (eV): 8.9

Atoms and positions in Å:
O: 5.290 -32.741 22.972
S: 5.966 -33.551 21.965
O: 5.483 -33.808 20.676
C: 7.619 -32.851 21.780
C: 8.486 -34.142 21.453
C: 7.701 -35.315 21.885
C: 6.612 -35.013 22.663
H: 7.742 -32.367 22.650
H: 7.649 -32.310 21.037
H: 8.745 -34.257 20.440
H: 9.439 -34.181 21.921
H: 8.356 -36.259 22.116
H: 7.338 -35.964 20.890
H: 6.810 -34.774 23.657
H: 5.873 -35.597 22.641
F: 5.254 -30.987 18.494
C: 6.437 -30.683 17.910
C: 7.503 -31.546 18.165
C: 8.752 -31.273 17.544
C: 8.959 -30.091 16.908
C: 7.933 -29.181 16.719
C: 6.552 -29.487 17.103
H: 7.350 -32.498 18.636
H: 9.576 -32.138 17.770
H: 10.185 -29.808 16.806
H: 8.000 -28.298 16.077
H: 5.806 -28.739 16.949
F: 2.414 -30.736 20.926
C: 2.672 -29.518 20.751
C: 4.081 -29.160 20.837
C: 4.430 -27.931 20.610
C: 3.565 -26.888 20.253
C: 2.220 -27.131 20.113
C: 1.718 -28.475 20.338
H: 4.691 -30.022 21.080
H: 5.448 -27.832 20.786
H: 3.996 -25.908 20.031
H: 1.552 -26.328 19.686
H: 0.647 -28.808 20.311
F: 11.703 -33.463 16.739
C: 10.889 -34.396 17.199
C: 9.640 -34.779 16.668
C: 8.864 -35.735 17.213
C: 9.257 -36.355 18.410
C: 10.421 -35.884 19.121
C: 11.231 -35.075 18.474
H: 9.393 -34.354 15.565
H: 8.097 -36.138 16.643
H: 8.320 -37.087 18.683
H: 10.893 -36.433 19.842
H: 12.263 -34.707 18.866
F: 9.565 -30.209 20.914
C: 9.743 -28.876 20.989
C: 9.235 -28.040 20.000
C: 9.271 -26.718 19.970
C: 9.842 -26.079 21.085
C: 10.425 -26.786 22.183
C: 10.341 -28.181 22.156
H: 8.698 -28.660 19.271
H: 8.648 -26.048 19.303
H: 9.554 -24.987 21.121
H: 10.948 -26.179 23.068
H: 10.603 -28.904 22.939
F: 5.954 -27.058 14.945
C: 6.710 -26.528 13.966
C: 6.249 -25.268 13.329
C: 7.004 -24.639 12.318
C: 8.040 -25.271 11.816
C: 8.506 -26.502 12.371
C: 7.814 -27.098 13.406
H: 5.264 -24.641 13.638
H: 6.733 -23.670 11.986
H: 8.440 -24.641 11.043
H: 9.294 -26.978 11.548
H: 8.137 -28.145 13.821
F: 12.049 -27.973 13.419
C: 11.328 -29.115 13.018
C: 11.051 -29.242 11.733
C: 10.502 -30.495 11.160
C: 10.248 -31.596 12.039
C: 10.647 -31.401 13.378
C: 11.145 -30.187 13.888
H: 11.182 -28.428 10.991
H: 10.235 -30.458 10.113
H: 9.872 -32.480 11.781
H: 10.372 -32.125 14.132
H: 11.442 -30.131 15.022

Atoms 1-6, force components in eV/Å:
-0.3192 -0.9193 -0.9747
2.2855 3.1973 2.7696
-1.7928 -0.6889 -2.4338
-0.4737 -8.2035 3.3041
-0.1690 1.6542 1.1714
3.5858 -7.2850 -5.8146

Here are the Löwdin charges for atoms 1 to 2, given in e:
1. O -0.3169
2. S 0.6889

---

No. 4
DFT (ωB97M-V with the def2-TZVPD basis set) results for C40H39AsF5IN5O7RbS3 as an isolated structure.

Properties
Net charge: -2
HOMO level (eV): -2.79
Electronic energy (Eh): -6599.80056
Energy relative to the best compared isomer or geometry (same formula, charge and spin) (kJ/mol): 61.77
HOMO-LUMO gap (eV): 6.2

Atoms and positions in Å:
Rb: 1.022 -0.519 1.191
C: 1.954 3.823 3.473
C: 0.713 3.084 3.889
C: 0.319 3.033 5.215
C: -0.806 2.314 5.593
C: -1.531 1.634 4.636
C: -1.171 1.662 3.290
C: -1.966 0.839 2.309
C: -0.053 2.413 2.926
N: 0.438 2.475 1.592
C: -0.144 3.174 0.710
C: -1.405 3.965 0.837
C: 0.565 3.267 -0.614
C: 1.741 4.205 -0.619
N: 0.134 2.587 -1.586
C: 0.717 2.651 -2.869
C: 0.006 3.330 -3.865
C: -1.272 4.039 -3.517
C: 0.510 3.325 -5.159
C: 1.682 2.651 -5.467
C: 2.366 1.976 -4.470
C: 1.901 1.966 -3.158
C: 2.645 1.223 -2.086
H: 2.484 4.198 4.349
H: 1.721 4.668 2.821
H: 2.622 3.162 2.916
H: 0.917 3.540 5.963
H: -1.095 2.261 6.635
H: -2.394 1.046 4.926
H: -3.029 0.897 2.546
H: -1.688 -0.216 2.391
H: -1.864 1.149 1.269
H: -1.721 4.057 1.875
H: -2.186 3.453 0.259
H: -1.274 4.957 0.396
H: 2.528 3.772 0.001
H: 1.463 5.160 -0.167
H: 2.114 4.368 -1.629
H: -1.084 4.885 -2.849
H: -1.963 3.376 -2.992
H: -1.759 4.417 -4.416
H: -0.039 3.845 -5.936
H: 2.051 2.637 -6.485
H: 3.274 1.431 -4.703
H: 3.386 0.553 -2.523
H: 1.959 0.632 -1.481
H: 3.175 1.888 -1.402
O: 1.422 -5.812 2.020
As: 1.954 -4.104 2.258
O: 3.517 -4.024 1.726
O: 0.756 -3.297 1.443
C: 1.820 -4.126 4.230
C: 1.481 -5.355 4.805
C: 1.381 -5.507 6.179
C: 1.618 -4.429 7.018
C: 1.953 -3.205 6.468
C: 2.056 -3.052 5.090
S: 2.484 -1.414 4.522
O: 3.816 -1.148 5.040
O: 1.448 -0.531 5.024
O: 2.449 -1.579 3.071
H: 0.762 -5.713 1.323
H: 1.289 -6.197 4.158
H: 1.114 -6.473 6.591
H: 1.538 -4.538 8.094
H: 2.137 -2.342 7.095
N: -1.737 -4.324 -4.924
C: -1.363 -3.051 -5.135
S: -1.469 -2.331 -6.612
C: -0.816 -2.378 -3.925
C: -1.141 -1.066 -3.628
C: -0.651 -0.511 -2.452
N: 0.137 -1.177 -1.609
C: 0.455 -2.439 -1.902
C: 0.003 -3.081 -3.040
H: -2.147 -4.832 -5.689
H: -1.803 -4.690 -3.989
H: -1.788 -0.490 -4.274
H: -0.917 0.500 -2.172
H: 1.065 -2.957 -1.168
H: 0.304 -4.100 -3.243
N: 4.968 -1.555 1.826
C: 4.416 -0.862 0.814
O: 4.196 0.345 0.809
C: 4.030 -1.713 -0.385
I: 5.681 -1.946 -1.721
H: 4.966 -1.069 2.715
H: 4.641 -2.527 1.898
H: 3.271 -1.194 -0.960
H: 3.721 -2.712 -0.077
F: -9.181 1.799 -0.037
C: -7.865 1.765 -0.330
C: -6.966 2.562 0.355
F: -7.416 3.380 1.325
C: -5.621 2.518 0.043
F: -4.815 3.327 0.756
C: -5.079 1.698 -0.958
S: -3.394 1.671 -1.342
C: -6.032 0.907 -1.618
F: -5.650 0.073 -2.598
C: -7.381 0.933 -1.323
F: -8.243 0.150 -1.999

Atoms 1-6, force components in eV/Å:
-0.2150 0.2074 -0.1449
-0.0102 0.0038 -0.0010
0.0129 -0.0124 -0.0008
-0.0059 -0.0030 0.0263
0.0177 0.0046 -0.0086
0.0043 -0.0125 0.0156

Here are the Löwdin charges for atoms 1 to 2, given in e:
1. Rb 0.8516
2. C -0.0356

---

Look up the HOMO-LUMO gap of the second one. 9.3 eV